1.
DFT (ωB97M-V/def2-TZVPD) results for a cluster of 5 separate species, C14H19Cl17NO3 in total.

Positions of all 54 atoms, in Å:
1 C -0.23981 -2.01038 2.18088
2 C -0.44172 -1.01264 1.05433
3 O 0.52297 -1.18224 -0.00607
4 C 0.22268 -0.57604 -1.16311
5 O -0.89803 -0.26086 -1.48756
6 C 1.41942 -0.33449 -2.04988
7 C 2.64850 0.26126 -1.35373
8 C 2.42842 1.72447 -0.96110
9 C 1.81188 1.96610 0.44016
10 C 2.02088 3.41342 0.90219
11 N 3.32307 3.61222 1.66396
12 C 4.20231 2.39861 1.63921
13 Cl 5.52872 2.69953 2.77091
14 C 3.39609 1.21007 2.12323
15 O 2.18514 1.01204 1.41746
16 H -1.13053 -1.91007 2.81200
17 H 0.63748 -1.79708 2.78952
18 H -0.22497 -3.04043 1.81511
19 H -0.31984 -0.00059 1.46120
20 H -1.45517 -1.10951 0.66755
21 H 1.07890 0.36567 -2.81839
22 H 1.68078 -1.26555 -2.55999
23 H 2.95631 -0.36090 -0.51218
24 H 3.47032 0.22977 -2.07632
25 H 1.72620 2.18015 -1.67045
26 H 3.35712 2.30187 -1.06075
27 H 0.72420 1.86944 0.34153
28 H 2.04800 4.06992 0.03030
29 H 1.20896 3.74502 1.54881
30 H 3.14156 3.82048 2.64756
31 H 3.82514 4.40566 1.26379
32 H 4.64813 2.28226 0.65459
33 H 4.02245 0.31716 2.02414
34 H 3.18285 1.33363 3.19208
35 C 3.61652 -3.65283 2.40942
36 Cl 2.52587 -5.00869 2.14890
37 Cl 5.25848 -4.10555 1.95641
38 Cl 3.08256 -2.28083 1.42056
39 Cl 3.57907 -3.17622 4.11240
40 C -4.34935 -3.15997 -0.19701
41 Cl -5.75870 -2.15173 0.11664
42 Cl -3.71870 -3.78073 1.33445
43 Cl -4.77883 -4.52430 -1.23893
44 Cl -3.10599 -2.18735 -0.99410
45 C -8.91880 -2.27986 -2.96854
46 Cl -7.40707 -3.14049 -2.66588
47 Cl -10.14121 -3.40928 -3.55123
48 Cl -9.47193 -1.53731 -1.46084
49 Cl -8.64982 -1.02095 -4.17741
50 C -2.90584 3.00386 -2.79531
51 Cl -1.75741 3.95275 -1.81770
52 Cl -2.13708 2.58464 -4.32924
53 Cl -3.32839 1.53873 -1.92566
54 Cl -4.34179 3.97808 -3.09785

Computed properties:
HOMO in eV: -12.3
Orbital gap in eV: 8.9
Total charge: +1

2.
DFT (ωB97M-V/def2-TZVPD) results for a structure of composition C14H19ClHoO in a non-equilibrium geometry.

Positions of all 36 atoms, in Å:
1 C 0.94787 -2.25509 0.58834
2 C 1.02450 -1.90793 -0.80246
3 C -0.30578 -1.69628 -1.29585
4 H 1.93697 -1.90951 -1.39036
5 C -1.21510 -1.93629 -0.20741
6 C -0.44408 -2.26478 0.95742
7 H -0.84698 -2.60262 1.92063
8 H 1.77746 -2.59988 1.22419
9 H -0.58133 -1.50126 -2.32256
10 H -2.30730 -1.93714 -0.24364
11 Ho 0.14288 0.14964 0.31621
12 Cl 1.50152 1.89836 -0.77584
13 C 0.11597 2.82797 -4.41718
14 C -1.11650 2.19070 -4.76766
15 C -0.80528 0.95594 -5.42073
16 H -2.11409 2.58980 -4.59794
17 C 0.61918 0.83220 -5.47757
18 C 1.18848 1.99017 -4.85881
19 H 2.24954 2.20911 -4.76526
20 H 0.22195 3.79120 -3.92450
21 H -1.52402 0.24930 -5.83042
22 H 1.17176 0.01703 -5.94022
23 C 0.65600 -1.10384 4.14891
24 C -0.14624 0.13007 3.74889
25 C -1.55552 -0.15648 4.23626
26 C 0.43919 1.39782 4.34659
27 O -0.14193 0.31096 2.34039
28 H 0.69269 -1.20452 5.24465
29 H 1.67540 -1.08256 3.75599
30 H 0.16887 -2.00138 3.75309
31 H -1.59746 -0.31528 5.32234
32 H -2.23964 0.65701 3.98197
33 H -1.90562 -1.07654 3.75689
34 H 1.47254 1.54223 4.00368
35 H -0.13238 2.26998 4.01143
36 H 0.42464 1.36120 5.44486

Computed properties:
ΔE to the lowest compared entry with this formula, charge and spin in kJ/mol: 144.7
HOMO (spin up / spin down) in eV: -2.4 / -2.4
Orbital gap (spin up / spin down) in eV: 4.4 / 4.4
Spin multiplicity: 5
Total charge: -1
⟨S²⟩: 6.00

3.
DFT (ωB97M-V/def2-TZVPD) results for a structure of composition C14H19MnN9O4 in a non-equilibrium geometry.

Positions of all 47 atoms, in Å:
1 Mn 1.27194 -1.12445 -0.24848
2 N -2.29259 -1.43489 -0.88758
3 C -1.75109 -1.06125 -2.19212
4 C -2.79656 -0.93564 -3.29093
5 C -3.78907 0.16863 -2.95763
6 C -3.27077 1.52882 -3.39108
7 N -1.87812 1.78449 -2.94430
8 C -1.45760 1.76172 -1.69229
9 N -2.32675 1.75806 -0.68866
10 N -0.13317 1.75510 -1.39295
11 C -0.62558 -2.03352 -2.56672
12 O -0.75913 -2.77048 -3.53482
13 O 0.38960 -1.91459 -1.81154
14 H -2.83727 -2.28566 -0.95104
15 H -2.85165 -0.71657 -0.45275
16 H -1.22435 -0.11326 -2.06612
17 H -3.28729 -1.90149 -3.40875
18 H -2.31043 -0.73724 -4.25192
19 H -4.01145 0.14560 -1.88673
20 H -4.74573 0.03572 -3.46610
21 H -3.93305 2.33881 -3.07601
22 H -3.22277 1.57977 -4.47643
23 H -1.16357 1.59193 -3.62940
24 H -3.29375 1.97513 -0.85614
25 H -1.98002 1.87676 0.25062
26 H 0.50249 1.63240 -2.16768
27 H 0.13493 1.20342 -0.59481
28 O 0.05503 0.41837 0.76963
29 N 0.33722 0.56978 2.00557
30 N 1.23169 -0.22039 2.42319
31 O 1.84453 -1.07703 1.65311
32 C 1.65121 -0.12687 3.82426
33 C 0.88328 0.56570 4.74091
34 C 1.30830 0.62334 6.05910
35 C 2.48583 -0.00520 6.44489
36 C 3.24155 -0.68615 5.50499
37 C 2.82351 -0.75418 4.17923
38 H -0.03091 1.04781 4.42613
39 H 0.71180 1.15793 6.78811
40 H 2.80806 0.03352 7.47828
41 H 4.16648 -1.16926 5.79380
42 H 3.39501 -1.27741 3.42687
43 N 7.57204 -0.03718 -1.21171
44 C 6.52780 -0.49358 -1.43073
45 N 5.38243 -1.04128 -1.75314
46 C 4.19056 -0.87395 -1.38501
47 N 3.05738 -0.76126 -1.10512

Computed properties:
ΔE to the lowest compared entry with this formula, charge and spin in kJ/mol: 169.0
HOMO (spin up / spin down) in eV: -8.0 / -8.2
Orbital gap (spin up / spin down) in eV: 7.6 / 7.8
Spin multiplicity: 6
⟨S²⟩: 8.76

4.
DFT (ωB97M-V/def2-TZVPD) results for an isolated molecule of C14H19N5O4 in a non-equilibrium geometry.

Positions of all 42 atoms, in Å:
1 C 1.60351 3.43253 -1.48171
2 N 0.77310 2.55163 -0.69800
3 C -0.21423 3.19198 0.14477
4 C -1.63429 2.94352 -0.40356
5 O -1.83890 3.53316 -1.64989
6 C 0.77845 1.20319 -0.88611
7 C 0.51743 0.35614 0.21956
8 C 0.67830 -1.01990 0.22858
9 N 0.46778 -1.79517 1.31340
10 C -0.00757 -1.27755 2.57452
11 C -1.54017 -1.37127 2.63665
12 C -1.99500 -2.60851 1.85170
13 C -0.93553 -3.70306 1.95209
14 C 0.35544 -3.23909 1.25276
15 C 1.18063 -1.57464 -0.99638
16 N 1.50786 -2.80219 -1.33334
17 O 1.90573 -2.75514 -2.60508
18 N 1.84801 -1.52327 -3.11684
19 C 1.40786 -0.74322 -2.15474
20 C 1.11284 0.63941 -2.13876
21 N 0.92455 1.29601 -3.36049
22 O 1.44627 0.85096 -4.36413
23 O 0.16110 2.26945 -3.37199
24 H 2.00696 4.20054 -0.81901
25 H 1.05657 3.91769 -2.29652
26 H 2.43586 2.87294 -1.90750
27 H -0.15306 2.84682 1.18090
28 H -0.02119 4.26460 0.13151
29 H -1.81782 1.85828 -0.44027
30 H -2.36240 3.39750 0.27458
31 H -1.24675 3.12784 -2.30825
32 H 0.20693 0.84228 1.12597
33 H 0.43390 -1.90136 3.35684
34 H 0.34083 -0.25919 2.73891
35 H -1.99494 -0.47622 2.21042
36 H -1.85132 -1.44223 3.67920
37 H -2.95030 -2.96671 2.23438
38 H -2.13527 -2.34973 0.80017
39 H -1.28766 -4.61780 1.47661
40 H -0.75045 -3.92822 3.00366
41 H 1.23138 -3.68928 1.73454
42 H 0.35559 -3.55270 0.21085

Computed properties:
ΔE to the lowest compared entry with this formula, charge and spin in kJ/mol: 753.8
HOMO in eV: -8.3
Orbital gap in eV: 7.6
Structure (SMILES): CN(CCO)c1cc(N2CCCCC2)c2nonc2c1[N+](=O)[O-]

5.
DFT (ωB97M-V/def2-TZVPD) results for an isolated molecule of C14H19NO2.

Positions of all 36 atoms, in Å:
1 O 1.83939 -1.73267 0.08105
2 C 0.99985 -0.90848 -0.21400
3 N 0.56670 -0.72359 -1.47982
4 C 1.13885 -1.40621 -2.61206
5 C 1.92769 -0.43921 -3.49578
6 O 1.02458 0.51936 -4.00943
7 C 0.32348 0.03765 0.78902
8 C -1.17515 -0.15822 0.71601
9 C -1.67281 -1.44868 0.55041
10 C -3.03371 -1.68826 0.52193
11 C -3.92733 -0.64026 0.66563
12 C -3.44522 0.64289 0.84921
13 C -2.08157 0.88173 0.87818
14 C 0.80970 -0.25246 2.23062
15 C 1.71672 0.91659 2.61253
16 C 1.12530 2.09158 1.84183
17 C 0.81615 1.47270 0.48131
18 H -0.08577 0.01500 -1.68827
19 H 1.80201 -2.18166 -2.22414
20 H 0.33962 -1.85933 -3.20566
21 H 2.40607 -1.00018 -4.30955
22 H 2.70872 0.04936 -2.89688
23 H 1.49789 1.12043 -4.59279
24 H -0.98187 -2.27270 0.44823
25 H -3.39811 -2.69641 0.38935
26 H -4.99130 -0.82383 0.64198
27 H -4.13336 1.46647 0.97496
28 H -1.73545 1.89120 1.03829
29 H 1.33641 -1.20550 2.26081
30 H -0.04681 -0.30591 2.90428
31 H 1.74111 1.08514 3.68813
32 H 2.73396 0.72585 2.26793
33 H 1.80772 2.93780 1.76703
34 H 0.20760 2.42803 2.32716
35 H 0.09748 2.04832 -0.10044
36 H 1.74146 1.41347 -0.09705

Computed properties:
ΔE to the lowest compared entry with this formula, charge and spin in kJ/mol: 2.0
HOMO in eV: -8.9
Orbital gap in eV: 9.7
Structure (SMILES): O=C(NCCO)C1(c2ccccc2)CCCC1

6.
DFT (ωB97M-V/def2-TZVPD) results for an isolated molecule of C14H19NO2.

Positions of all 36 atoms, in Å:
1 C -4.08411 -0.53468 -5.55472
2 C -2.95500 -0.86465 -4.95877
3 C -2.83764 -1.19351 -3.50027
4 N -1.89356 -0.31763 -2.83634
5 C -2.23920 0.49620 -1.81507
6 O -3.35494 0.52919 -1.34240
7 C -1.08664 1.34353 -1.29319
8 C -0.05945 0.49132 -0.54546
9 C -0.68432 -0.19887 0.67131
10 O 0.22682 -1.05553 1.32257
11 C 1.20439 -0.52880 2.11725
12 C 1.33827 0.80855 2.46699
13 C 2.37336 1.20660 3.29850
14 C 3.29370 0.30024 3.79744
15 C 4.41709 0.73278 4.69103
16 C 3.14968 -1.03862 3.44445
17 C 2.12586 -1.44943 2.62003
18 H -4.12993 -0.30905 -6.60661
19 H -5.01279 -0.48236 -5.01158
20 H -2.02817 -0.90939 -5.51775
21 H -2.50760 -2.23452 -3.38217
22 H -3.79520 -1.06204 -2.99268
23 H -0.96069 -0.27393 -3.21444
24 H -0.60373 1.85641 -2.12744
25 H -1.50522 2.09210 -0.61926
26 H 0.77096 1.12225 -0.22062
27 H 0.35063 -0.27994 -1.20173
28 H -1.49933 -0.85187 0.34773
29 H -1.10055 0.54135 1.36454
30 H 0.64508 1.55453 2.11059
31 H 2.45840 2.25237 3.55874
32 H 4.37159 1.80161 4.88379
33 H 4.37034 0.20554 5.64309
34 H 5.37816 0.50361 4.23153
35 H 3.85289 -1.76645 3.82317
36 H 2.01085 -2.48689 2.34773

Computed properties:
ΔE to the lowest compared entry with this formula, charge and spin in kJ/mol: 103.5
HOMO in eV: -8.2
Orbital gap in eV: 9.0
Structure (SMILES): C=CCNC(=O)CCCOc1ccc(C)cc1

Number 1: E -235332.0271 eV. Number 2: E -55196.3656 eV. Number 3: E -67745.6906 eV. Number 4: E -30461.0567 eV. Number 5: E -20412.1217 eV. Number 6: E -20411.0698 eV.